20
Properties=species:S:1:pos:R:3:nbo_charge:R:1 method="wB97M-V/def2-TZVPD" homo_lumo_gap_ev=8.351 de_lowest_kcal_mol=47.6 molar_mass_g_mol=177.20 charge=-1 total_energy_ha=-933.1303 smiles="CC1(C)[C@@](C)(C(=O)[O-])S1(=O)=O"
C -1.949 1.332 0.064 0.7607
C -0.669 0.515 0.506 -0.3100
C 0.452 -0.247 -0.610 -0.2745
C -0.129 0.615 1.892 -0.6838
C 1.816 -0.579 -0.026 -0.6422
C 0.304 0.048 -2.133 -0.6123
O -2.301 1.249 -1.116 -0.7267
O -2.287 2.087 0.989 -0.7437
O -0.092 -2.172 1.145 -0.9640
O -1.796 -1.710 -0.639 -0.9291
S -0.776 -1.243 0.237 2.1078
H -0.826 1.325 2.216 0.2752
H 0.901 1.189 1.971 0.1926
H -0.261 -0.269 2.444 0.2265
H 1.669 -1.096 0.921 0.2556
H 2.614 0.266 0.057 0.2032
H 2.243 -1.513 -0.727 0.1990
H 0.844 0.973 -2.374 0.2000
H -0.714 0.051 -2.360 0.2713
H 0.957 -0.820 -2.455 0.1944


13
Properties=species:S:1:pos:R:3:nbo_charge:R:1 method="wB97M-V/def2-TZVPD" homo_lumo_gap_ev=9.028 de_lowest_kcal_mol=0.0 molar_mass_g_mol=138.53 charge=+1 total_energy_ha=-853.7592
C -1.262 0.016 -0.095 -0.2817
C -2.596 -0.340 0.002 0.4308
N 1.345 0.834 -0.039 -0.6490
N 1.000 -0.495 -0.104 -0.2086
N -0.262 -0.917 -0.107 0.3956
O -0.435 -2.112 -0.120 -0.2909
O -2.972 -1.565 0.147 -0.5691
Cl -3.775 0.892 -0.056 0.1407
H -0.958 1.046 -0.171 0.2824
H 2.016 1.097 -0.756 0.4006
H 1.693 1.105 0.879 0.3922
H 1.679 -1.263 -0.143 0.4196
H -3.933 -1.710 0.216 0.5375


16
Properties=species:S:1:pos:R:3:nbo_charge:R:1 method="wB97M-V/def2-TZVPD" homo_lumo_gap_ev=8.375 de_lowest_kcal_mol=53.4 molar_mass_g_mol=118.28 total_energy_ha=-774.4390
C -0.246 -0.426 0.123 -0.0991
C -0.747 0.574 -0.592 -0.6655
C -0.164 -1.826 -0.355 -0.6678
O 2.614 0.607 -0.139 -1.1474
Si -1.053 2.302 0.052 0.8703
Si 3.987 -0.189 0.266 0.9822
H 0.129 -0.409 1.193 0.1944
H -1.153 0.210 -1.493 0.2091
H -1.127 -2.241 -0.624 0.2192
H 0.194 -2.475 0.471 0.2115
H 0.523 -1.949 -1.174 0.2222
H 2.408 1.307 -0.827 0.5204
H 0.073 2.598 0.925 -0.1630
H -2.345 2.358 0.704 -0.1615
H -1.002 3.096 -1.161 -0.1741
H 5.113 0.446 -0.562 -0.3509


48
Properties=species:S:1:pos:R:3:nbo_charge:R:1 method="wB97M-V/def2-TZVPD" homo_lumo_gap_ev=9.050 de_lowest_kcal_mol=109.6 molar_mass_g_mol=360.34 total_energy_ha=-1351.6408 smiles="NC(N)=O.NC(N)=O.NC(N)=O.NC(N)=O.NC(N)=O.NC(N)=O"
C -5.712 -25.685 12.388 0.7418
O -4.636 -25.215 12.304 -0.6748
N -6.458 -25.487 13.421 -0.8360
N -6.341 -26.405 11.542 -0.8636
H -7.429 -25.747 13.513 0.3987
H -6.029 -24.927 14.144 0.3974
H -5.916 -26.616 10.650 0.4179
H -7.338 -26.454 11.697 0.4039
C -7.135 -28.322 8.775 0.7646
O -6.115 -28.514 9.329 -0.6590
N -8.181 -27.729 9.332 -0.8547
N -7.473 -28.425 7.517 -0.8328
H -8.978 -27.360 8.833 0.3866
H -8.149 -27.577 10.331 0.4074
H -6.833 -28.926 6.917 0.3944
H -8.292 -27.996 7.110 0.3935
C -9.754 -23.984 9.716 0.7324
O -10.913 -24.258 9.988 -0.7028
N -9.438 -22.956 9.052 -0.8215
N -8.734 -24.550 10.243 -0.8105
H -8.507 -22.599 9.215 0.3866
H -10.306 -22.457 8.918 0.4158
H -7.849 -24.266 9.846 0.3816
H -8.932 -25.463 10.625 0.4167
C -9.490 -28.016 13.345 0.7679
O -9.126 -27.269 12.421 -0.7986
N -8.749 -28.704 14.174 -0.8354
N -10.679 -28.296 13.554 -0.8045
H -9.109 -29.382 14.830 0.4276
H -7.743 -28.743 14.087 0.4035
H -11.427 -27.925 12.987 0.4067
H -10.738 -28.975 14.300 0.4053
C -5.398 -29.422 14.111 0.7521
O -5.652 -28.869 15.181 -0.6852
N -4.550 -30.420 14.028 -0.8285
N -5.948 -29.243 12.934 -0.8296
H -4.255 -30.812 13.146 0.3819
H -4.050 -30.631 14.880 0.4047
H -6.562 -28.476 12.699 0.4174
H -5.312 -29.587 12.228 0.3870
C -11.311 -30.727 16.129 0.7808
O -10.277 -30.433 15.482 -0.7360
N -12.450 -31.085 15.704 -0.7953
N -11.366 -30.476 17.432 -0.8156
H -12.432 -31.077 14.695 0.4093
H -13.319 -30.937 16.197 0.4071
H -12.223 -30.550 17.963 0.3802
H -10.607 -30.024 17.920 0.4136


126
Properties=species:S:1:pos:R:3:mulliken_spin:R:1 method="wB97M-V/def2-TZVPD" homo_lumo_gap_ev="3.513 / 3.516" de_lowest_kcal_mol=41.8 molar_mass_g_mol=926.84 charge=+1 total_energy_ha=-2969.9841 spin_multiplicity=2
Ag -4.198 0.942 -1.782 -0.0004
C -0.358 -1.172 3.015 -0.0001
C -0.353 -0.712 1.603 -0.0350
C 0.094 -1.861 0.661 0.0906
O -1.535 -0.135 1.131 0.8871
H -0.302 -0.402 3.784 0.0015
H 0.458 -1.866 3.218 -0.0001
H -1.275 -1.707 3.259 -0.0008
H 0.473 -0.002 1.555 0.0624
H -0.698 -2.607 0.720 -0.0044
H 1.033 -2.303 0.997 0.0024
H 0.335 -1.599 -0.369 -0.0030
C 1.913 2.991 -5.190 -0.0001
C 2.042 4.417 -4.664 0.0002
C 3.526 4.844 -4.602 -0.0001
C 3.674 6.261 -4.123 0.0000
C 2.919 7.159 -5.123 0.0000
C 1.413 6.830 -5.299 0.0002
N 1.340 5.342 -5.570 0.0000
O 0.123 4.900 -5.983 0.0000
C 0.648 7.335 -4.074 0.0000
C 0.851 7.506 -6.586 0.0000
C 1.504 4.298 -3.216 0.0001
H 2.364 2.250 -4.530 0.0000
H 2.398 2.892 -6.161 0.0000
H 0.858 2.845 -5.424 0.0000
H 4.068 4.279 -3.844 -0.0001
H 3.861 4.671 -5.625 0.0000
H 4.668 6.685 -3.982 0.0000
H 3.229 6.287 -3.128 0.0000
H 3.453 7.170 -6.073 0.0000
H 2.966 8.171 -4.720 -0.0001
H -0.404 7.100 -4.236 0.0000
H 1.029 6.971 -3.120 0.0000
H 0.756 8.418 -4.011 0.0000
H 1.386 8.447 -6.710 0.0000
H 0.901 6.924 -7.506 0.0000
H -0.180 7.800 -6.388 0.0000
H 2.133 4.718 -2.432 0.0000
H 1.331 3.272 -2.894 -0.0001
H 0.496 4.704 -3.126 0.0000
H -0.418 4.962 -5.193 0.0000
O -2.090 7.231 5.235 0.0000
C -1.483 6.700 4.320 0.0000
O -2.049 6.404 3.137 0.0000
C -1.216 5.555 2.335 -0.0006
C 0.019 5.436 3.177 -0.0001
C -0.111 6.321 4.418 0.0000
H -1.094 6.022 1.358 0.0000
H -1.719 4.589 2.289 0.0004
H 0.919 5.628 2.593 0.0000
H 0.048 4.371 3.409 0.0000
H 0.546 7.190 4.442 0.0000
H 0.017 5.687 5.295 0.0000
O 6.825 0.541 3.808 0.0000
C 6.535 0.746 2.604 -0.0001
O 7.470 1.099 1.657 0.0000
C 6.907 1.127 0.374 0.0000
C 5.368 0.986 0.507 0.0000
C 5.166 0.548 1.990 -0.0002
H 7.371 0.289 -0.144 0.0000
H 7.148 2.038 -0.175 0.0000
H 5.039 0.310 -0.281 -0.0001
H 4.798 1.876 0.240 0.0000
H 4.985 -0.527 1.975 0.0000
H 4.485 1.130 2.610 0.0002
O -0.488 -9.973 -4.815 0.0000
C 0.057 -9.182 -4.025 0.0000
O -0.304 -7.941 -3.963 0.0000
C 0.399 -7.221 -2.968 0.0000
C 1.598 -8.149 -2.808 0.0000
C 1.018 -9.534 -2.977 0.0000
H -0.098 -7.059 -2.012 0.0000
H 0.829 -6.273 -3.293 0.0000
H 2.005 -8.024 -1.805 0.0000
H 2.303 -7.965 -3.619 0.0000
H 0.546 -10.013 -2.119 0.0000
H 1.711 -10.358 -3.148 0.0000
O -5.849 -2.701 1.306 -0.0002
C -5.622 -3.257 2.415 -0.0003
O -5.225 -4.478 2.492 0.0001
C -5.200 -5.004 3.807 0.0000
C -5.292 -3.809 4.680 0.0000
C -5.911 -2.686 3.804 0.0003
H -4.279 -5.528 4.062 0.0000
H -6.011 -5.732 3.807 0.0000
H -4.411 -3.580 5.281 0.0000
H -6.103 -4.033 5.373 0.0000
H -5.278 -1.818 3.987 -0.0002
H -6.975 -2.468 3.891 0.0000
O 2.663 -5.600 4.225 0.0000
C 1.896 -6.536 4.469 0.0000
O 1.583 -7.496 3.586 0.0000
C 0.610 -8.302 4.164 0.0000
C 0.824 -8.124 5.637 0.0000
C 1.226 -6.661 5.767 0.0000
H 0.697 -9.294 3.721 0.0000
H -0.374 -7.942 3.862 0.0000
H 1.625 -8.747 6.035 0.0000
H -0.038 -8.359 6.261 0.0000
H 1.806 -6.311 6.621 0.0000
H 0.381 -5.972 5.760 0.0000
O -5.993 1.485 7.697 0.0000
C -4.772 1.421 7.828 0.0000
O -4.205 0.334 8.480 0.0000
C -2.821 0.470 8.693 0.0000
C -2.500 1.956 8.221 0.0000
C -3.684 2.352 7.355 0.0000
H -2.352 -0.130 7.913 0.0000
H -2.375 0.158 9.638 0.0000
H -1.597 2.140 7.637 0.0000
H -2.438 2.567 9.121 0.0000
H -3.464 2.136 6.309 0.0000
H -3.966 3.402 7.440 0.0000
O -2.491 -1.176 -5.367 0.0000
C -2.353 -1.532 -6.546 0.0000
O -1.973 -2.740 -6.962 0.0000
C -2.270 -2.930 -8.379 0.0000
C -2.206 -1.534 -8.872 0.0000
C -2.704 -0.664 -7.746 0.0000
H -3.257 -3.373 -8.512 0.0000
H -1.495 -3.636 -8.678 0.0000
H -2.820 -1.468 -9.770 0.0000
H -1.168 -1.276 -9.079 0.0000
H -3.751 -0.374 -7.659 0.0000
H -2.068 0.217 -7.658 0.0000


14
Properties=species:S:1:pos:R:3:nbo_charge:R:1 method="wB97M-V/def2-TZVPD" homo_lumo_gap_ev="7.011 / 6.732" de_lowest_kcal_mol=142.4 molar_mass_g_mol=110.12 total_energy_ha=-378.6441
C -0.992 -0.672 0.936 -0.3668
C -0.766 -1.719 0.032 -0.0412
C -0.355 0.508 0.934 0.1853
C 1.256 -0.522 -0.724 0.3938
C -0.038 1.816 0.973 -0.0894
N -0.962 2.622 0.550 -0.6148
N 0.338 -1.534 -0.849 -0.6169
O 2.051 -0.255 -1.676 -0.6551
H -1.743 -0.705 1.754 0.2504
H -1.227 -2.678 0.156 0.2091
H 0.967 2.119 1.397 0.1874
H -0.778 3.686 0.777 0.3298
H 0.241 -1.963 -1.715 0.3713
H 2.009 -0.703 -2.546 0.4570